Record 1
Here is C25H25BN8O2Zn as an isolated structure from the Open Molecules 2025 dataset. Energies are from ωB97M-V with the def2-TZVPD basis set.

Atoms and positions in Å:
1 H -0.010962 -3.554987 -2.402568
2 N -1.265161 -1.912491 -2.867438
3 B -2.794150 -0.231143 -4.049677
4 N -2.187171 -1.664165 -3.881568
5 C -2.262814 -2.746853 -4.680026
6 Zn -0.870176 -0.662184 -1.415226
7 H -2.939351 -2.748968 -5.527018
8 C -1.380562 -3.716318 -4.196636
9 H -1.188230 -4.692205 -4.603621
10 C -0.774525 -3.149527 -3.060413
11 H -3.588346 -0.189020 -4.942037
12 C 1.482176 3.439811 -0.619660
13 H 1.683088 3.729444 0.417556
14 H 0.735784 2.629904 -0.621809
15 H 1.073360 4.284633 -1.183406
16 N -1.561374 0.695940 -4.328844
17 N -3.395426 0.300268 -2.707016
18 N -0.562830 0.754247 -3.377245
19 N -2.639534 0.230262 -1.542289
20 C -1.263652 1.508923 -5.362277
21 C -4.528233 0.986492 -2.458610
22 H -1.931331 1.596724 -6.205486
23 H -5.250566 1.150297 -3.247291
24 C -0.044726 2.125573 -5.083620
25 C -4.520329 1.376803 -1.116518
26 C 0.354971 1.620609 -3.827021
27 C -3.319304 0.879291 -0.581481
28 H 0.479398 2.834826 -5.691624
29 H -5.264133 1.946026 -0.594896
30 H 1.250418 1.854755 -3.267436
31 H -2.920567 0.965260 0.426314
32 H 2.404241 3.102533 -1.089051
33 O 1.319901 -2.766306 -0.533685
34 C 1.022906 -1.961187 0.338463
35 N 1.585244 -1.857086 1.612505
36 C 1.138792 -0.720886 2.361770
37 C 0.010995 -0.214297 1.422300
38 O -0.780950 0.685100 1.705315
39 N 0.063608 -0.937145 0.258856
40 C 0.685512 -1.188033 3.745876
41 C -0.615313 -1.020653 4.218981
42 C -0.956262 -1.482120 5.499089
43 C -0.000509 -2.117151 6.293631
44 C 1.307854 -2.282891 5.818123
45 C 1.651073 -1.814729 4.546319
46 C 2.222340 0.355919 2.433594
47 C 2.398281 1.136808 3.581514
48 C 3.401948 2.113948 3.610738
49 C 4.214852 2.321714 2.494027
50 C 4.027442 1.546828 1.344604
51 C 3.023463 0.573915 1.310771
52 H 2.286012 -2.526064 1.897010
53 H -1.353881 -0.505878 3.601360
54 H -1.974054 -1.334723 5.860132
55 H -0.263927 -2.481104 7.286424
56 H 2.075912 -2.768801 6.423657
57 H 2.680189 -1.915777 4.183391
58 H 1.759024 0.969956 4.454076
59 H 3.538660 2.704118 4.518649
60 H 4.995122 3.084208 2.519801
61 H 4.657953 1.687591 0.468382
62 H 2.877824 -0.030034 0.412262

Atoms 1-2, force components in eV/Å:
-0.241 0.195 -0.063
-0.385 -1.402 -1.287

## Properties
- LUMO energy: 0.7 eV
- Strongest force on any atom: 2.21 eV/A
- Energy relative to the best compared isomer or geometry (same formula, charge and spin): 0.0 kJ/mol



Record 2
Here is a 4-piece molecular cluster, C38H74N3O9S overall from the Open Molecules 2025 dataset. Energies are from ωB97M-V with the def2-TZVPD basis set.

Atoms and positions in Å:
1 C -0.272458 3.139327 -3.581773
2 C 0.673004 4.246966 -4.265830
3 O 1.170193 4.013324 -5.372861
4 O 0.894105 5.440835 -3.509018
5 C 0.030579 6.472475 -4.072973
6 C 0.865573 7.827915 -4.233317
7 C 1.318786 8.476553 -2.841267
8 C 2.492989 9.527525 -3.140271
9 C 3.899826 9.182807 -2.459996
10 O 4.904290 10.090074 -2.996747
11 S 5.489865 9.599262 -4.480339
12 O 4.654781 10.029168 -5.655979
13 O 6.834745 10.283841 -4.640987
14 C 5.887697 7.763471 -4.510607
15 C 6.350471 7.258027 -5.947332
16 C 4.600195 7.024668 -3.921562
17 C 4.305876 7.637454 -2.482091
18 O 5.504210 7.513790 -1.648851
19 H -1.136814 2.822658 -4.240698
20 H 0.393643 2.267031 -3.287219
21 H -0.705341 3.616525 -2.630052
22 H -0.234902 6.138202 -5.133744
23 H -0.918301 6.636509 -3.465316
24 H 1.703366 7.664905 -4.980060
25 H 0.154696 8.591736 -4.720939
26 H 1.541224 7.726808 -2.019145
27 H 0.413717 9.083961 -2.471769
28 H 2.158360 10.530873 -2.687317
29 H 2.531909 9.691707 -4.261961
30 H 3.789387 9.464193 -1.349435
31 H 6.801361 7.659324 -3.822594
32 H 6.907934 6.268789 -5.773662
33 H 7.138247 7.986354 -6.353332
34 H 5.510269 7.063293 -6.681410
35 H 4.825487 5.908633 -3.753887
36 H 3.730441 7.058954 -4.647629
37 H 3.527714 6.962903 -1.973190
38 H 5.262803 7.655402 -0.710502
39 C 1.644983 -4.422365 -1.954063
40 C 1.333730 -3.227517 -2.882912
41 C 2.598848 -2.810129 -3.660790
42 C 3.599751 -2.022973 -2.826094
43 C 2.919528 -0.828319 -2.169024
44 C 1.685072 -1.226513 -1.334973
45 N 0.740502 -2.112066 -2.084336
46 O 0.043683 -1.327610 -2.940065
47 C 2.156457 -1.918865 -0.032814
48 C 1.001289 0.068682 -0.829203
49 C 0.339983 -3.834884 -3.908103
50 H 2.375840 -4.211707 -1.178444
51 H 0.735508 -4.783623 -1.464567
52 H 2.059200 -5.258270 -2.525820
53 H 2.314845 -2.194518 -4.523093
54 H 3.094831 -3.694692 -4.073343
55 H 4.063862 -2.671227 -2.076796
56 H 4.411774 -1.670059 -3.469561
57 H 3.645484 -0.303426 -1.538576
58 H 2.627941 -0.117165 -2.951769
59 H 1.323601 -2.414659 0.474169
60 H 2.570857 -1.190040 0.670930
61 H 2.952692 -2.643625 -0.185101
62 H 0.711289 0.735981 -1.644010
63 H 1.677877 0.644522 -0.192153
64 H 0.110012 -0.161574 -0.237290
65 H -0.601784 -4.117384 -3.428807
66 H 0.760180 -4.736179 -4.363336
67 H 0.115175 -3.150491 -4.729595
68 C -2.407195 -8.767454 1.471707
69 C -1.022229 -8.137341 1.741555
70 C -0.638063 -8.304114 3.226331
71 C -1.362000 -7.343260 4.158811
72 C -1.180580 -5.906285 3.685758
73 C -1.615085 -5.698725 2.221056
74 N -1.022480 -6.712248 1.291443
75 O 0.265035 -6.357260 1.074065
76 C -3.158417 -5.731722 2.139129
77 C -1.264953 -4.244630 1.813175
78 C -0.065654 -9.034698 0.912411
79 H -3.226718 -8.301795 2.011795
80 H -2.649465 -8.734123 0.405222
81 H -2.417466 -9.818906 1.774418
82 H 0.440941 -8.148693 3.347193
83 H -0.832030 -9.331639 3.551148
84 H -2.422699 -7.603567 4.224865
85 H -0.958723 -7.446129 5.171180
86 H -1.746282 -5.237603 4.343711
87 H -0.126234 -5.628364 3.805382
88 H -3.497570 -5.815262 1.102672
89 H -3.593305 -4.812049 2.543678
90 H -3.612363 -6.532363 2.718953
91 H -0.201999 -4.017997 1.930269
92 H -1.798394 -3.523255 2.438436
93 H -1.547101 -4.049606 0.773823
94 H -0.256242 -8.933729 -0.159991
95 H -0.203982 -10.087946 1.172886
96 H 0.986855 -8.807103 1.096749
97 C -5.417495 -1.090426 6.535645
98 C -4.343892 -1.424180 5.475499
99 C -2.975806 -0.851018 5.899932
100 C -2.848578 0.651200 5.692356
101 C -3.193990 1.020326 4.255418
102 C -4.584165 0.512052 3.823847
103 N -4.793569 -0.938335 4.132265
104 O -4.119767 -1.649522 3.190871
105 C -5.672787 1.372738 4.510361
106 C -4.770579 0.826157 2.317385
107 C -4.245327 -2.968066 5.559948
108 H -5.604186 -0.028549 6.668597
109 H -6.370553 -1.567954 6.289007
110 H -5.114450 -1.459534 7.520079
111 H -2.177808 -1.342906 5.330235
112 H -2.781493 -1.083799 6.952047
113 H -3.487461 1.188451 6.399721
114 H -1.822241 0.962501 5.910547
115 H -3.139944 2.108363 4.141652
116 H -2.423543 0.607767 3.592666
117 H -6.659564 0.910985 4.414126
118 H -5.737383 2.363425 4.050010
119 H -5.479746 1.566305 5.563073
120 H -3.991518 0.379180 1.695121
121 H -4.723099 1.903268 2.136997
122 H -5.743005 0.474526 1.959417
123 H -5.173885 -3.444543 5.232145
124 H -4.058616 -3.288477 6.588915
125 H -3.424094 -3.367607 4.959496

Atoms 1-2, force components in eV/Å:
0.424 1.465 1.041
0.154 -1.911 -1.566

## Properties
- LUMO energy (spin up / spin down): 0.3 / -0.3 eV
- Multiplicity: 4
- Strongest force on any atom: 7.21 eV/A



Record 3
Here is CBaO3 as an isolated structure from the Open Molecules 2025 dataset. Energies are from ωB97M-V with the def2-TZVPD basis set.

Atoms and positions in Å:
1 O -0.044058 -0.875414 0.319523
2 C 0.025743 -0.272922 1.335435
3 O 0.099445 -0.025032 2.459681
4 O 0.038544 1.636299 -1.758423
5 Ba -0.119673 -0.462931 -2.356216

Atoms 1-2, force components in eV/Å:
0.040 1.367 1.076
-0.005 -2.652 -0.262

## Properties
- LUMO energy: -0.7 eV
- Strongest force on any atom: 3.71 eV/A
- Energy relative to the best compared isomer or geometry (same formula, charge and spin): 29.0 kJ/mol



Record 4
Here is a 2-piece molecular cluster, C5H13N2 overall from the Open Molecules 2025 dataset. Energies are from ωB97M-V with the def2-TZVPD basis set.

Atoms and positions in Å:
1 C -1.321010 -1.957337 -0.249948
2 C -1.485489 -0.721591 -0.643901
3 C 1.679104 -0.701766 0.908616
4 C 1.618474 1.233594 -0.623764
5 C -1.857348 0.618091 -0.494842
6 N 1.395468 -0.223913 -0.343164
7 N -1.789020 1.148237 0.767462
8 H -0.538143 -2.462213 -0.959065
9 H -1.750583 -2.623945 0.422622
10 H 2.659522 -1.196248 1.145096
11 H 1.603168 0.195137 1.629278
12 H 0.810261 -1.343440 1.175880
13 H 2.672304 1.583371 -0.512930
14 H 1.097484 1.513835 -1.562906
15 H 0.961903 1.611973 0.187574
16 H -1.600053 1.180807 -1.353440
17 H -2.984939 0.444280 -0.504930
18 H -1.306494 0.559198 1.382270
19 H -1.286880 2.007713 0.799565
20 H 1.422280 -0.865778 -1.169470

Atoms 1-2, force components in eV/Å:
2.493 0.559 -3.419
1.620 -2.344 0.380

## Properties
- LUMO energy (spin up / spin down): -3.1 / -7.8 eV
- Multiplicity: 3
- Net charge: +1
- Strongest force on any atom: 5.06 eV/A
- Energy relative to the best compared isomer or geometry (same formula, charge and spin): 219.5 kJ/mol